# 1
{"formula": "C39H106MnN9O10", "method": "ωB97M-V/def2-TZVPD", "species": ["Mn", "C", "C", "C", "O", "H", "H", "H", "H", "H", "H", "H", "C", "C", "C", "O", "C", "N", "H", "H", "H", "H", "H", "H", "H", "H", "H", "H", "H", "C", "C", "C", "O", "C", "N", "H", "H", "H", "H", "H", "H", "H", "H", "H", "H", "H", "C", "C", "C", "O", "C", "N", "H", "H", "H", "H", "H", "H", "H", "H", "H", "H", "H", "C", "C", "C", "O", "C", "N", "H", "H", "H", "H", "H", "H", "H", "H", "H", "H", "H", "C", "C", "C", "O", "C", "N", "H", "H", "H", "H", "H", "H", "H", "H", "H", "H", "H", "C", "C", "C", "O", "C", "N", "H", "H", "H", "H", "H", "H", "H", "H", "H", "H", "H", "C", "C", "C", "O", "C", "N", "H", "H", "H", "H", "H", "H", "H", "H", "H", "H", "H", "C", "C", "C", "O", "C", "N", "H", "H", "H", "H", "H", "H", "H", "H", "H", "H", "H", "C", "C", "C", "O", "C", "N", "H", "H", "H", "H", "H", "H", "H", "H", "H", "H", "H"], "positions_angstrom": [[0.8130, -2.9712, 2.5223], [0.6932, 1.0851, 0.6919], [0.6730, -0.4761, 0.5163], [2.1066, -0.8999, 0.0921], [0.2137, -1.2068, 1.5972], [-0.2945, 1.5379, 0.6044], [1.3812, 1.5401, -0.0205], [1.1419, 1.3200, 1.6571], [0.1064, -0.6749, -0.3933], [2.1978, -1.9476, -0.1942], [2.7869, -0.5954, 0.8875], [2.4248, -0.5341, -0.8841], [-0.5454, -6.2223, 1.3564], [-0.6357, -4.8150, 0.6982], [-1.7058, -3.9732, 1.4583], [-1.2998, -3.5544, 2.7632], [-2.0066, -3.9885, 3.8684], [0.6782, -4.1699, 0.6388], [-0.2651, -6.8814, 0.5347], [-1.5344, -6.4978, 1.7225], [0.1905, -6.3918, 2.1424], [-0.9577, -4.9207, -0.3378], [-2.7212, -4.3663, 1.4070], [-1.8150, -3.0533, 0.8838], [-3.0759, -3.7800, 3.9010], [-1.6742, -3.4503, 4.7561], [-1.8488, -5.0651, 3.9318], [0.6969, -3.4273, -0.0455], [1.3831, -4.7862, 0.2603], [-3.6734, -0.5510, 2.1719], [-3.3985, 0.7633, 2.9786], [-4.0521, 0.7821, 4.3691], [-5.4373, 1.0337, 4.4953], [-5.7167, 2.4397, 4.2603], [-1.9104, 0.9205, 3.0516], [-3.2232, -1.4021, 2.6829], [-3.2458, -0.5177, 1.1698], [-4.7495, -0.7075, 2.0969], [-3.9464, 1.4089, 2.2922], [-3.5252, 1.4474, 5.0531], [-3.8401, -0.1527, 4.8880], [-6.7997, 2.3645, 4.1636], [-5.3538, 2.9085, 3.3456], [-5.4535, 2.8977, 5.2138], [-1.3589, 0.1474, 3.3953], [-1.4974, 0.7834, 2.1402], [0.5071, 5.2244, -5.5965], [0.6738, 3.9498, -4.7641], [-0.6226, 3.2422, -4.3905], [-0.3259, 1.9177, -3.9525], [0.3925, 1.7163, -2.7132], [1.4440, 3.0768, -5.5703], [1.5375, 5.5799, -5.6098], [-0.0326, 5.9432, -4.9798], [-0.0073, 5.0360, -6.5388], [1.1643, 4.1567, -3.8130], [-1.2217, 3.1903, -5.2997], [-1.1764, 3.7460, -3.5983], [0.7426, 0.7080, -2.4920], [-0.2078, 2.0695, -1.8748], [1.3251, 2.2782, -2.6613], [2.4242, 3.2255, -5.3775], [1.1610, 2.2081, -5.1397], [4.8811, 2.4629, 1.1433], [5.6779, 2.6489, 2.4343], [7.2267, 2.2157, 2.4753], [7.7018, 2.2647, 3.8384], [9.0268, 2.0072, 4.0653], [5.4579, 3.9413, 2.9739], [3.9907, 3.0866, 1.0640], [4.5667, 1.4324, 0.9780], [5.6808, 2.7378, 0.4555], [5.3050, 1.9181, 3.1520], [7.8460, 2.8452, 1.8364], [7.2890, 1.1906, 2.1101], [9.1613, 2.1469, 5.1379], [9.6210, 2.7991, 3.6094], [9.3218, 1.0459, 3.6446], [6.0864, 4.6238, 2.5749], [6.0075, 3.8650, 3.8179], [3.0728, -0.2229, 4.9921], [2.4257, -1.1535, 3.9156], [3.4963, -2.1560, 3.4900], [2.8888, -3.0000, 2.5560], [3.8993, -3.7728, 1.8780], [1.2795, -1.8549, 4.4750], [3.2400, -0.7641, 5.9234], [2.3598, 0.5625, 5.2431], [3.9272, 0.4040, 4.7369], [2.2452, -0.4694, 3.0864], [3.7456, -2.7738, 4.3527], [4.2935, -1.5354, 3.0808], [4.6516, -3.1486, 1.3958], [3.3983, -4.3527, 1.1029], [4.3128, -4.5814, 2.4806], [1.4921, -2.3403, 5.3348], [0.6664, -1.1209, 4.7996], [0.0851, 3.8685, 2.9394], [-1.3004, 4.5007, 2.7351], [-1.6638, 4.6958, 1.1833], [-3.0264, 5.2919, 1.1569], [-2.9718, 6.6662, 1.2977], [-2.2683, 3.8211, 3.5629], [0.6095, 4.1680, 3.8468], [0.7526, 4.1353, 2.1201], [0.0632, 2.7795, 2.9811], [-1.2730, 5.4618, 3.2484], [-1.6736, 3.7419, 0.6560], [-0.9160, 5.2686, 0.6347], [-3.9223, 6.9895, 0.8734], [-2.1455, 7.1944, 0.8219], [-2.9627, 6.9630, 2.3465], [-2.0586, 2.8338, 3.5269], [-3.1055, 3.8540, 2.9987], [-5.9946, 3.8520, -2.8589], [-4.8160, 2.9096, -2.5592], [-5.1084, 2.1263, -1.2104], [-4.3007, 0.9446, -1.0468], [-2.8819, 1.1466, -1.0174], [-4.8150, 1.9229, -3.5992], [-6.0693, 4.0587, -3.9265], [-5.9997, 4.8616, -2.4481], [-6.9154, 3.2895, -2.7052], [-3.9069, 3.5109, -2.5639], [-6.1663, 1.8725, -1.1433], [-4.8969, 2.7986, -0.3789], [-2.4074, 0.1872, -0.8113], [-2.6645, 1.7994, -0.1720], [-2.6309, 1.5239, -2.0088], [-4.2792, 2.2802, -4.3773], [-4.3404, 1.1291, -3.1934], [1.5362, -4.2343, -2.8555], [1.4283, -5.6797, -2.4661], [1.9465, -6.7337, -3.4028], [3.3991, -6.5221, -3.5086], [3.8795, -5.9239, -4.6837], [2.2408, -5.7432, -1.2506], [2.5222, -3.8681, -3.1414], [1.0775, -3.6431, -2.0629], [0.9489, -4.0684, -3.7587], [0.3990, -5.9079, -2.1895], [1.4319, -6.7104, -4.3634], [1.8172, -7.6926, -2.9009], [3.7185, -6.5878, -5.5330], [4.9688, -5.9391, -4.6477], [3.5493, -4.9481, -5.0401], [2.4407, -6.7016, -1.0020], [3.1281, -5.5077, -1.6717], [-2.3444, -2.7495, -2.5227], [-1.7679, -2.4061, -3.8834], [-2.7927, -1.5966, -4.6978], [-2.0687, -0.9835, -5.8216], [-2.8183, -0.1574, -6.6373], [-0.6252, -1.5519, -3.5586], [-1.6351, -3.0235, -1.7416], [-3.1010, -3.5320, -2.5797], [-2.7769, -1.8925, -2.0064], [-1.4210, -3.2782, -4.4376], [-3.1335, -0.8001, -4.0363], [-3.5502, -2.2204, -5.1724], [-2.3845, 0.0585, -7.6137], [-2.9511, 0.8342, -6.2047], [-3.8111, -0.5449, -6.8660], [-0.9195, -0.8448, -2.9002], [-0.3068, -0.9673, -4.3182]], "lowdin_spin": [4.69, 0.00, 0.01, 0.00, 0.09, 0.00, 0.00, 0.00, 0.00, 0.00, 0.00, 0.00, 0.00, 0.01, 0.00, 0.04, 0.01, 0.03, 0.00, 0.00, 0.00, 0.00, 0.00, 0.00, 0.00, 0.00, 0.00, 0.00, 0.00, 0.01, 0.00, 0.00, 0.00, 0.00, 0.12, 0.00, 0.00, 0.00, 0.00, 0.00, 0.00, 0.00, 0.00, 0.00, 0.00, 0.00, 0.00, 0.00, 0.00, 0.00, 0.00, 0.00, 0.00, 0.00, 0.00, 0.00, 0.00, 0.00, 0.00, 0.00, 0.00, 0.00, 0.00, 0.00, 0.00, 0.00, 0.00, 0.00, 0.00, 0.00, 0.00, 0.00, 0.00, 0.00, 0.00, 0.00, 0.00, 0.00, 0.00, 0.00, 0.00, 0.00, 0.01, 0.05, 0.01, 0.03, 0.00, 0.00, 0.00, 0.00, 0.00, 0.00, 0.00, 0.00, 0.00, 0.00, 0.00, 0.01, 0.10, 0.07, 0.05, 0.01, 0.52, 0.00, 0.00, 0.00, 0.05, 0.00, 0.00, 0.00, 0.00, 0.00, 0.02, 0.02, 0.00, 0.00, 0.00, 0.00, 0.00, 0.00, 0.00, 0.00, 0.00, 0.00, 0.00, 0.00, 0.00, 0.00, 0.00, 0.00, 0.00, 0.00, 0.00, 0.00, 0.00, 0.00, 0.00, 0.00, 0.00, 0.00, 0.00, 0.00, 0.00, 0.00, 0.00, 0.00, 0.00, 0.00, 0.00, 0.00, 0.00, 0.00, 0.00, 0.00, 0.00, 0.00, 0.00, 0.00, 0.00, 0.00, 0.00, 0.00, 0.00, 0.00, 0.00], "charge": 2, "homo_lumo_gap_ev": [8.3608, 2.9827], "multiplicity": 7, "e_lumo_ev": [-4.1, -9.5]}

# 2
{"formula": "C39H120FN2O23Zr", "method": "ωB97M-V/def2-TZVPD", "species": ["Zr", "C", "C", "C", "C", "C", "C", "N", "O", "C", "C", "C", "H", "H", "H", "H", "H", "H", "H", "H", "H", "H", "H", "H", "H", "H", "H", "H", "H", "H", "C", "C", "C", "C", "C", "C", "N", "O", "C", "C", "C", "H", "H", "H", "H", "H", "H", "H", "H", "H", "H", "H", "H", "H", "H", "H", "H", "H", "H", "F", "C", "O", "H", "H", "H", "H", "C", "O", "H", "H", "H", "H", "C", "O", "H", "H", "H", "H", "C", "O", "H", "H", "H", "H", "C", "O", "H", "H", "H", "H", "C", "O", "H", "H", "H", "H", "C", "O", "H", "H", "H", "H", "C", "O", "H", "H", "H", "H", "C", "O", "H", "H", "H", "H", "C", "O", "H", "H", "H", "H", "C", "O", "H", "H", "H", "H", "C", "O", "H", "H", "H", "H", "C", "O", "H", "H", "H", "H", "C", "O", "H", "H", "H", "H", "C", "O", "H", "H", "H", "H", "C", "O", "H", "H", "H", "H", "C", "O", "H", "H", "H", "H", "C", "O", "H", "H", "H", "H", "C", "O", "H", "H", "H", "H", "C", "O", "H", "H", "H", "H", "C", "O", "H", "H", "H", "H"], "positions_angstrom": [[-20.6049, -26.5558, -17.4609], [-18.1868, -22.6469, -18.4140], [-19.6761, -22.2500, -18.5920], [-19.5241, -21.0224, -19.5375], [-20.8364, -20.5820, -20.1454], [-21.4711, -21.7291, -20.8953], [-21.6304, -23.0151, -19.9980], [-20.3959, -23.3373, -19.2542], [-20.4552, -24.4983, -18.4664], [-21.8441, -24.1103, -21.0376], [-22.9219, -22.8300, -19.1956], [-20.1759, -21.8532, -17.2198], [-17.7399, -23.3063, -19.1580], [-18.0895, -23.2143, -17.4816], [-17.5089, -21.7976, -18.3240], [-18.8236, -21.2002, -20.3584], [-19.1024, -20.1345, -19.0610], [-20.6548, -19.7392, -20.8156], [-21.4491, -20.2236, -19.3128], [-20.9408, -21.9352, -21.8265], [-22.4394, -21.3453, -21.2251], [-22.8074, -24.0231, -21.5428], [-21.8883, -25.0928, -20.5585], [-21.0684, -24.1504, -21.8016], [-23.8339, -22.8916, -19.7875], [-22.9699, -21.9290, -18.5849], [-22.9784, -23.6723, -18.4982], [-19.6820, -20.9949, -16.7672], [-20.1104, -22.7233, -16.5578], [-21.2603, -21.7145, -17.1814], [-23.2435, -25.3900, -13.5645], [-22.5428, -24.3359, -14.4411], [-22.7600, -22.9336, -13.8209], [-21.9122, -22.7538, -12.5352], [-20.4688, -23.0339, -12.8119], [-20.1045, -24.3559, -13.5502], [-21.0859, -24.5598, -14.6100], [-20.8268, -25.6520, -15.4533], [-20.2001, -25.4657, -12.4579], [-18.6861, -24.2207, -14.1093], [-23.2693, -24.2244, -15.7879], [-24.2935, -25.5198, -13.8276], [-23.2611, -25.2204, -12.4864], [-22.7272, -26.3457, -13.6708], [-23.8185, -22.7280, -13.6753], [-22.3123, -22.2727, -14.5686], [-22.3234, -23.4987, -11.8466], [-22.0558, -21.7802, -12.0667], [-19.9826, -23.0190, -11.8314], [-20.0018, -22.1866, -13.3241], [-21.1174, -25.5249, -11.8712], [-19.4899, -25.2785, -11.6411], [-19.9088, -26.4735, -12.7611], [-18.6099, -23.4919, -14.9156], [-18.2755, -25.1755, -14.4510], [-17.9366, -23.9856, -13.3476], [-24.2944, -23.8709, -15.6785], [-23.3440, -25.1541, -16.3561], [-22.7563, -23.5198, -16.4460], [-22.5287, -26.4301, -18.2881], [-26.8177, -21.7195, -14.5346], [-28.0470, -22.1889, -13.9847], [-26.4056, -20.8160, -14.0904], [-26.0177, -22.4657, -14.5176], [-26.9419, -21.4679, -15.5916], [-28.3345, -22.9112, -14.5507], [-15.5242, -25.3772, -15.1601], [-16.3733, -26.4093, -15.6399], [-14.5559, -25.8524, -14.9762], [-15.3758, -24.6240, -15.9318], [-15.7768, -24.9358, -14.1953], [-16.0874, -27.2820, -15.3684], [-24.8419, -20.4507, -10.2422], [-24.3386, -19.1832, -9.9223], [-25.0166, -21.0232, -9.3223], [-25.7445, -20.3931, -10.8461], [-24.0769, -21.0339, -10.7723], [-23.4721, -19.3256, -9.5086], [-24.4125, -26.6505, -9.9554], [-25.5173, -25.7782, -9.7293], [-24.2321, -27.3313, -9.1180], [-24.5820, -27.3442, -10.7814], [-23.5701, -25.9945, -10.1833], [-25.1722, -25.1293, -9.0885], [-23.5663, -19.9424, -15.9822], [-24.5748, -19.3279, -15.2462], [-22.6252, -20.1213, -15.4501], [-23.8757, -20.9399, -16.2977], [-23.3052, -19.3899, -16.8912], [-24.3149, -18.4948, -14.8477], [-25.7810, -24.7756, -18.3662], [-27.1296, -24.5451, -17.9678], [-25.5613, -25.8276, -18.5632], [-25.6743, -24.2239, -19.3040], [-25.1323, -24.3614, -17.5987], [-27.6346, -24.5621, -18.7843], [-22.8770, -28.1720, -15.7590], [-21.6339, -28.2651, -16.4862], [-23.0802, -27.1064, -15.6914], [-23.7178, -28.6788, -16.2297], [-22.7995, -28.5455, -14.7383], [-21.4760, -29.2168, -16.4340], [-19.0111, -28.3105, -14.8024], [-19.0452, -28.0512, -16.2068], [-19.9007, -27.8446, -14.3790], [-19.1113, -29.3550, -14.5023], [-18.2044, -27.8926, -14.1970], [-18.3239, -28.5577, -16.5964], [-26.2654, -27.0503, -15.7071], [-25.7469, -27.5569, -14.4981], [-25.7173, -27.3520, -16.6038], [-27.3063, -27.3485, -15.8444], [-26.1004, -25.9669, -15.7369], [-26.2631, -27.1260, -13.7965], [-19.9504, -22.8481, -9.4076], [-19.8980, -21.4426, -9.2067], [-19.0857, -23.1433, -10.0105], [-19.8463, -23.3175, -8.4265], [-20.8650, -23.1100, -9.9357], [-18.9897, -21.2129, -8.9960], [-19.2505, -28.9478, -10.4464], [-19.7312, -30.2854, -10.4764], [-19.4938, -28.4925, -11.4123], [-19.7592, -28.3278, -9.7092], [-18.1668, -28.9523, -10.3426], [-20.4734, -30.3922, -9.8755], [-22.2980, -28.6934, -11.9189], [-21.2930, -29.3827, -12.6685], [-21.9672, -27.7019, -11.6058], [-23.2262, -28.5919, -12.4820], [-22.5352, -29.3182, -11.0545], [-20.7921, -29.9381, -12.0547], [-23.2552, -23.4981, -8.4847], [-24.6055, -23.7689, -8.1353], [-23.0111, -24.0506, -9.3932], [-23.1046, -22.4628, -8.8029], [-22.4792, -23.6891, -7.7407], [-24.9596, -22.9956, -7.6872], [-18.2136, -20.7797, -12.2111], [-17.9359, -19.8386, -13.2525], [-19.1893, -21.2215, -12.4095], [-17.5368, -21.6387, -12.2186], [-18.2081, -20.3718, -11.2007], [-17.0631, -19.4777, -13.0685], [-20.8366, -19.4909, -9.9569], [-21.8030, -19.7263, -8.9687], [-20.7935, -18.4566, -10.3118], [-19.8613, -19.8527, -9.6251], [-21.1029, -20.0260, -10.8720], [-21.4345, -19.4511, -8.1247], [-27.1092, -25.0700, -12.5971], [-26.7833, -26.3779, -12.1354], [-27.4416, -25.0805, -13.6357], [-27.8957, -24.6469, -11.9724], [-26.2160, -24.4391, -12.5882], [-26.2737, -26.2575, -11.3186], [-16.5046, -26.5037, -11.7188], [-16.1717, -25.5248, -10.7407], [-17.3955, -26.2430, -12.2956], [-15.6994, -26.4894, -12.4536], [-16.5684, -27.4858, -11.2501], [-16.8182, -25.5421, -10.0295], [-17.4854, -25.8186, -18.5485], [-18.3279, -25.9042, -17.3865], [-16.7926, -26.6659, -18.5659], [-18.0675, -25.8496, -19.4683], [-16.8205, -24.9568, -18.5773], [-17.6410, -25.7234, -16.7158], [-16.9886, -21.7564, -15.8855], [-15.8912, -22.5710, -16.3174], [-16.5294, -21.0912, -15.1511], [-17.4551, -21.1874, -16.6880], [-17.7069, -22.3476, -15.3218], [-15.1595, -22.0526, -16.6559], [-21.2185, -26.1312, -8.9767], [-20.4325, -26.6347, -7.8875], [-21.9982, -25.4142, -8.7152], [-20.6279, -25.6716, -9.7709], [-21.7105, -26.9951, -9.4353], [-21.0691, -26.5240, -7.1725], [-20.7573, -19.4261, -15.5489], [-19.3908, -19.0895, -15.4527], [-21.3816, -19.1924, -14.6808], [-21.1891, -18.9555, -16.4305], [-20.9318, -20.5045, -15.6621], [-19.0313, -19.3925, -14.6035]], "mulliken_charge": [0.60, -1.84, 1.23, -1.53, -0.30, -1.32, 1.69, -0.37, 0.83, -2.01, -1.16, 0.15, 0.66, -0.20, 0.42, 0.47, 0.37, 0.50, -0.03, 0.42, 0.40, 0.43, 0.11, 0.42, 0.66, 0.08, -0.20, 0.41, -0.50, 0.00, 0.52, 2.36, -0.83, 1.03, 0.72, 1.87, 0.45, 3.26, -0.50, -0.28, -1.37, -0.46, -0.42, -1.01, 0.84, -1.17, -1.38, 0.05, -0.37, -0.44, -0.47, 0.60, -1.10, -1.70, -0.46, 0.72, 0.16, 0.50, -1.02, -0.66, -0.22, -0.56, 0.25, -0.12, 0.36, 0.32, -0.49, -0.56, 0.52, 0.07, 0.07, 0.29, 0.33, -0.57, 0.10, 0.38, -0.48, 0.38, -0.10, -0.67, 0.45, 0.25, -0.36, 0.32, 0.38, -0.51, -0.52, -0.17, 0.51, 0.30, -0.04, -0.54, 0.19, 0.47, -0.34, 0.32, -0.13, -0.60, -0.56, 0.61, 0.11, 0.33, -0.21, -0.47, -0.38, 0.68, 0.01, 0.19, -0.51, -0.46, 0.17, 0.47, 0.03, 0.33, 0.01, -0.56, 0.35, 0.44, -0.53, 0.30, 0.33, -0.67, -0.38, 0.08, 0.32, 0.35, -0.70, -0.54, 0.14, 0.24, 0.55, 0.40, 0.91, -0.63, -1.06, -0.12, 0.44, 0.32, 0.12, -0.53, -0.27, 0.29, 0.45, 0.27, -0.28, -0.55, 0.55, 0.18, -0.12, 0.30, -0.38, -0.68, 0.14, 0.44, 0.12, 0.25, -0.50, -0.54, 0.13, 0.35, 0.30, 0.29, -1.05, 1.17, 0.38, 0.36, 0.26, -0.62, -0.96, -0.45, 0.61, 0.40, 0.58, 0.27, 0.29, -0.57, 0.16, -0.23, 0.34, 0.41, -0.60, -0.58, 0.51, 0.26, -0.16, 0.42], "charge": 1, "homo_lumo_gap_ev": 5.5833, "e_lumo_ev": -3.8}